Entry 1:
{
  "formula": "C36H26CoN6O2S3",
  "method": "ωB97M-V with the def2-TZVPD basis set",
  "s_squared": 6.047,
  "spin_multiplicity": 5,
  "charge": -1,
  "e_above_lowest_kcal_mol": 1.54,
  "lumo_ha": [0.075, -0.006],
  "gap_ev": [6.91, 4.69],
  "symbols": ["Co", "S", "C", "C", "C", "C", "N", "C", "C", "C", "S", "C", "N", "H", "H", "C", "N", "C", "C", "C", "C", "C", "N", "C", "C", "C", "C", "C", "C", "H", "H", "H", "H", "H", "H", "H", "H", "H", "H", "H", "C", "C", "C", "C", "C", "C", "C", "S", "O", "O", "N", "C", "C", "C", "C", "C", "C", "C", "C", "N", "C", "H", "H", "H", "H", "H", "H", "H", "H", "H", "H", "H", "H", "H"],
  "xyz": [[-0.092, 0.237, 0.097], [0.139, 0.241, 2.558], [1.725, -0.397, 2.797], [2.042, -0.898, 4.063], [3.290, -1.428, 4.350], [3.574, -1.991, 5.608], [3.814, -2.465, 6.627], [4.293, -1.421, 3.349], [3.992, -0.912, 2.097], [2.720, -0.428, 1.782], [2.430, 0.074, 0.159], [5.566, -1.949, 3.626], [6.607, -2.388, 3.839], [1.279, -0.882, 4.826], [4.748, -0.904, 1.327], [0.076, -0.785, -3.130], [0.021, 0.230, -2.093], [0.035, 1.467, -2.466], [0.095, 2.511, -1.529], [0.176, 3.900, -1.708], [0.256, 4.449, -0.440], [0.224, 3.378, 0.456], [0.125, 2.222, -0.190], [-1.259, -1.044, -3.786], [-1.514, -0.618, -5.084], [-2.740, -0.874, -5.677], [-3.733, -1.533, -4.974], [-3.487, -1.955, -3.678], [-2.256, -1.718, -3.094], [0.437, -1.709, -2.669], [0.801, -0.484, -3.899], [0.046, 1.732, -3.528], [0.170, 4.410, -2.652], [0.323, 5.491, -0.186], [0.292, 3.411, 1.529], [-0.745, -0.099, -5.642], [-2.919, -0.553, -6.694], [-4.694, -1.719, -5.435], [-4.253, -2.469, -3.117], [-2.064, -2.064, -2.093], [-4.733, 3.342, 5.328], [-4.352, 2.743, 4.005], [-3.291, 3.252, 3.265], [-2.971, 2.718, 2.028], [-3.707, 1.664, 1.523], [-4.753, 1.130, 2.254], [-5.066, 1.665, 3.492], [-3.281, 1.054, -0.121], [-2.641, 2.137, -0.812], [-4.488, 0.554, -0.742], [-2.174, -0.127, 0.127], [-2.546, -1.414, 0.276], [-3.849, -1.886, 0.422], [-4.135, -3.244, 0.450], [-3.153, -4.198, 0.350], [-1.816, -3.786, 0.235], [-0.748, -4.688, 0.069], [0.534, -4.216, -0.005], [0.752, -2.838, 0.089], [-0.226, -1.964, 0.185], [-1.500, -2.399, 0.244], [-4.060, 4.150, 5.604], [-4.700, 2.580, 6.106], [-5.748, 3.739, 5.295], [-2.709, 4.073, 3.660], [-2.168, 3.113, 1.425], [-5.329, 0.313, 1.844], [-5.880, 1.242, 4.068], [-4.657, -1.178, 0.450], [-5.170, -3.544, 0.538], [-3.384, -5.252, 0.362], [-0.964, -5.743, -0.019], [1.373, -4.883, -0.139], [1.759, -2.446, 0.078]],
  "mulliken_spin": [2.774, 0.461, 0.015, 0.045, -0.005, 0.007, 0.002, 0.004, 0.035, 0.032, 0.446, 0.005, 0.007, -0.005, -0.007, 0.003, 0.037, 0.011, -0.012, 0.013, 0.009, 0.005, 0.033, -0.004, 0.002, 0.000, 0.000, -0.001, -0.002, 0.007, 0.001, 0.006, 0.000, 0.001, -0.009, 0.000, 0.000, 0.000, 0.000, 0.002, 0.000, 0.000, -0.007, 0.003, 0.004, 0.001, 0.000, 0.001, 0.002, 0.005, 0.073, 0.007, -0.005, 0.002, 0.000, 0.007, -0.004, 0.006, -0.018, 0.045, -0.055, 0.000, 0.000, 0.000, 0.000, 0.003, 0.000, 0.000, 0.000, 0.000, 0.000, 0.000, 0.000, 0.009]
}

=====

Entry 2:
{
  "formula": "C35H76F3N9O10P",
  "method": "ωB97M-V with the def2-TZVPD basis set",
  "charge": 1,
  "lumo_ha": -0.089,
  "gap_ev": 7.99,
  "symbols": ["C", "C", "C", "C", "N", "C", "C", "N", "C", "C", "O", "C", "C", "F", "F", "F", "C", "P", "C", "O", "C", "C", "C", "C", "C", "O", "O", "N", "H", "H", "H", "H", "H", "H", "H", "H", "H", "H", "H", "H", "H", "H", "H", "H", "H", "H", "H", "H", "H", "H", "H", "H", "H", "H", "H", "H", "H", "H", "H", "H", "H", "H", "C", "O", "N", "C", "C", "H", "H", "H", "H", "H", "H", "H", "C", "O", "N", "C", "C", "H", "H", "H", "H", "H", "H", "H", "C", "O", "N", "C", "C", "H", "H", "H", "H", "H", "H", "H", "C", "O", "N", "C", "C", "H", "H", "H", "H", "H", "H", "H", "C", "O", "N", "C", "C", "H", "H", "H", "H", "H", "H", "H", "C", "O", "N", "C", "C", "H", "H", "H", "H", "H", "H", "H"],
  "xyz": [[2.299, -1.162, 0.119], [3.509, -1.466, -0.776], [4.392, -0.246, -1.066], [5.477, 0.046, -0.032], [4.971, 0.313, 1.331], [4.222, 1.527, 1.441], [3.250, 1.566, 2.601], [2.368, 2.733, 2.529], [1.277, 2.403, 1.591], [0.165, 3.417, 1.411], [0.465, 4.561, 0.615], [0.800, 4.333, -0.725], [-0.282, 3.618, -1.540], [-1.507, 3.852, -1.070], [-0.098, 2.277, -1.532], [-0.237, 4.015, -2.817], [3.113, 3.972, 2.169], [2.618, 5.557, 3.154], [1.196, 5.002, 4.147], [1.949, 6.474, 1.976], [4.622, 3.837, 2.450], [5.430, 5.102, 2.099], [6.894, 4.870, 1.715], [7.692, 6.187, 1.641], [8.443, 6.348, 0.335], [9.595, 6.545, 0.244], [7.660, 6.167, -0.790], [5.203, 2.658, 1.675], [2.550, -1.144, 1.183], [1.825, -0.217, -0.168], [1.558, -1.949, -0.006], [3.135, -1.832, -1.735], [4.093, -2.290, -0.354], [4.886, -0.357, -2.036], [3.732, 0.626, -1.169], [6.069, 0.909, -0.361], [6.173, -0.791, 0.041], [4.368, -0.451, 1.614], [3.707, 1.791, 0.510], [2.646, 0.658, 2.585], [3.797, 1.550, 3.550], [0.783, 1.517, 2.000], [1.671, 2.095, 0.609], [-0.124, 3.812, 2.382], [-0.710, 2.895, 1.013], [0.969, 5.306, -1.184], [1.718, 3.741, -0.835], [3.003, 4.210, 1.099], [1.150, 5.644, 5.028], [0.242, 5.093, 3.624], [1.319, 3.966, 4.468], [1.045, 6.228, 1.731], [4.777, 3.606, 3.506], [4.923, 5.650, 1.295], [5.405, 5.749, 2.975], [6.960, 4.396, 0.731], [7.383, 4.199, 2.429], [8.428, 6.255, 2.441], [7.018, 7.045, 1.745], [7.002, 6.870, -0.870], [6.000, 2.245, 2.166], [5.541, 2.992, 0.773], [0.280, -3.628, -1.363], [0.795, -4.422, -0.594], [0.382, -3.660, -2.700], [-0.193, -2.606, -3.517], [1.089, -4.763, -3.329], [-0.309, -2.766, -1.006], [-0.972, -2.984, -4.178], [0.588, -2.129, -4.114], [-0.646, -1.860, -2.867], [0.607, -5.712, -3.088], [2.124, -4.807, -2.984], [1.072, -4.618, -4.407], [-3.049, -0.363, -3.601], [-3.066, -1.556, -3.876], [-3.088, 0.620, -4.520], [-3.053, 2.014, -4.124], [-3.177, 0.270, -5.925], [-2.965, 0.008, -2.570], [-3.953, 2.537, -4.454], [-2.184, 2.520, -4.551], [-2.997, 2.072, -3.037], [-4.077, -0.312, -6.124], [-2.320, -0.331, -6.230], [-3.203, 1.184, -6.515], [-3.667, 0.254, 0.407], [-3.073, 0.723, -0.557], [-3.243, -0.811, 1.102], [-4.015, -1.343, 2.210], [-2.005, -1.453, 0.703], [-4.618, 0.666, 0.773], [-3.440, -1.323, 3.137], [-4.318, -2.370, 1.997], [-4.904, -0.737, 2.342], [-1.168, -0.754, 0.767], [-2.072, -1.803, -0.329], [-1.821, -2.301, 1.358], [-7.207, -0.720, 3.495], [-6.390, 0.001, 4.047], [-7.796, -1.780, 4.077], [-8.737, -2.612, 3.356], [-7.471, -2.090, 5.457], [-7.517, -0.567, 2.452], [-9.717, -2.604, 3.838], [-8.383, -3.644, 3.305], [-8.832, -2.235, 2.339], [-7.725, -1.255, 6.110], [-6.404, -2.286, 5.568], [-8.032, -2.970, 5.762], [-7.012, -1.803, -0.846], [-7.016, -1.689, 0.370], [-8.099, -2.070, -1.587], [-8.033, -2.196, -3.029], [-9.375, -2.236, -0.913], [-6.092, -1.695, -1.443], [-8.668, -1.452, -3.513], [-8.355, -3.189, -3.347], [-7.007, -2.043, -3.357], [-9.643, -1.332, -0.365], [-9.330, -3.063, -0.203], [-10.141, -2.444, -1.656], [4.689, -6.471, -2.041], [4.589, -5.275, -1.816], [3.863, -7.411, -1.550], [4.018, -8.815, -1.865], [2.779, -6.985, -0.676], [5.482, -6.885, -2.686], [3.128, -9.202, -2.366], [4.188, -9.402, -0.961], [4.872, -8.945, -2.528], [2.137, -6.266, -1.177], [3.176, -6.494, 0.213], [2.193, -7.852, -0.378]],
  "lowdin_charge": [-0.085, -0.217, -0.196, -0.189, 0.011, -0.309, -0.116, -0.125, -0.149, -0.151, -0.142, -0.090, -0.600, 0.165, 0.125, 0.147, -0.342, 0.953, -0.257, -0.312, -0.272, -0.182, -0.184, -0.083, -0.520, 0.181, 0.065, 0.143, 0.059, 0.068, 0.045, 0.108, 0.120, 0.119, 0.095, 0.112, 0.126, 0.104, 0.137, 0.122, 0.140, 0.136, 0.102, 0.103, 0.130, 0.152, 0.127, 0.117, 0.040, 0.033, 0.046, 0.044, 0.155, 0.126, 0.099, 0.103, 0.124, 0.129, 0.131, 0.120, 0.181, 0.158, -0.362, 0.007, -0.173, -0.050, -0.029, 0.103, 0.086, 0.092, 0.069, 0.097, 0.077, 0.090, -0.338, -0.020, -0.188, -0.049, -0.041, 0.102, 0.092, 0.086, 0.073, 0.091, 0.090, 0.086, -0.324, -0.031, -0.176, -0.045, -0.041, 0.145, 0.095, 0.097, 0.049, 0.082, 0.077, 0.096, -0.359, -0.010, -0.187, -0.054, -0.040, 0.117, 0.090, 0.092, 0.063, 0.092, 0.089, 0.086, -0.328, -0.012, -0.190, -0.049, -0.038, 0.136, 0.092, 0.092, 0.083, 0.093, 0.089, 0.088, -0.357, -0.013, -0.191, -0.059, -0.034, 0.132, 0.090, 0.090, 0.082, 0.044, 0.097, 0.091]
}

=====

Entry 3:
{
  "formula": "C4H9O2",
  "method": "ωB97M-V with the def2-TZVPD basis set",
  "charge": -1,
  "e_above_lowest_kcal_mol": 4.84,
  "lumo_ha": 0.142,
  "gap_ev": 7.62,
  "symbols": ["C", "C", "H", "H", "H", "H", "H", "H", "C", "C", "O", "O", "H", "H", "H"],
  "xyz": [[-1.785, 0.188, -0.909], [-2.038, -0.653, 0.337], [-1.419, -0.416, -1.745], [-2.722, 0.675, -1.227], [-1.078, 0.992, -0.754], [-2.603, -0.075, 1.059], [-1.167, -1.056, 0.850], [-2.726, -1.474, 0.087], [2.035, 0.018, 0.947], [2.399, 0.570, -0.468], [1.866, 0.042, -1.463], [3.225, 1.512, -0.436], [2.961, -0.412, 1.328], [1.309, -0.787, 0.847], [1.745, 0.876, 1.548]],
  "nbo_charge": [-0.602, -0.601, 0.216, 0.175, 0.227, 0.185, 0.216, 0.182, -0.749, 0.763, -0.793, -0.805, 0.198, 0.187, 0.202]
}

=====

Entry 4:
{
  "formula": "C5H12N2O",
  "method": "ωB97M-V with the def2-TZVPD basis set",
  "s_squared": 0.761,
  "spin_multiplicity": 2,
  "charge": 1,
  "e_above_lowest_kcal_mol": 41.06,
  "lumo_ha": [-0.167, -0.278],
  "gap_ev": [8.78, 5.72],
  "symbols": ["C", "C", "C", "C", "N", "C", "N", "H", "H", "H", "H", "H", "H", "H", "H", "H", "H", "H", "H", "O"],
  "xyz": [[1.032, -1.097, 1.625], [-0.187, -0.143, 1.643], [-0.215, 0.620, 0.398], [0.167, 1.924, 0.121], [-0.166, 2.491, -1.046], [0.173, 2.209, -2.227], [1.053, -1.805, 0.351], [0.996, -1.718, 2.522], [1.946, -0.516, 1.660], [-1.068, -0.779, 1.671], [-0.203, 0.392, 2.581], [-0.588, 0.027, -0.428], [0.628, 2.655, 0.784], [0.923, 1.482, -2.531], [-0.234, 2.782, -3.058], [1.884, -2.376, 0.254], [0.249, -2.404, 0.221], [-1.905, -1.592, -2.201], [-2.232, -0.615, -1.039], [-2.252, -1.536, -1.301]],
  "mulliken_spin": [0.044, 0.058, 0.213, 0.243, 0.301, 0.008, 0.011, 0.002, -0.004, 0.012, 0.004, 0.077, 0.012, 0.009, 0.009, 0.000, 0.002, 0.000, -0.001, 0.000]
}

=====

Entry 5:
{
  "formula": "C10H15CoO7P",
  "method": "ωB97M-V with the def2-TZVPD basis set",
  "s_squared": 3.780,
  "spin_multiplicity": 4,
  "charge": 2,
  "lumo_ha": [-0.316, -0.476],
  "gap_ev": [9.03, 5.03],
  "symbols": ["O", "C", "Co", "O", "C", "C", "O", "C", "O", "C", "C", "O", "P", "O", "C", "C", "O", "C", "C", "H", "H", "H", "H", "H", "H", "H", "H", "H", "H", "H", "H", "H", "H", "H"],
  "xyz": [[-0.051, -2.843, -2.347], [-0.123, -1.687, -2.340], [0.100, 0.085, -2.210], [-2.723, 0.048, -5.486], [-1.990, 0.041, -4.629], [1.696, 0.058, -2.631], [2.832, 0.052, -2.800], [-0.117, 1.816, -2.300], [-0.046, 2.971, -2.278], [-1.554, 3.317, 2.050], [-1.003, 2.543, 0.883], [-1.181, 1.177, 1.102], [-0.383, 0.278, -0.056], [0.965, 0.187, 0.853], [1.976, -0.818, 0.973], [3.366, -0.224, 1.016], [-1.373, -0.997, 0.096], [-1.498, -1.861, 1.216], [-1.007, -3.204, 0.753], [-2.605, 3.085, 2.204], [-1.448, 4.360, 1.774], [-0.968, 3.122, 2.947], [-1.578, 2.734, -0.027], [0.059, 2.785, 0.721], [1.742, -1.390, 1.874], [1.842, -1.459, 0.101], [3.508, 0.367, 1.929], [4.096, -1.040, 1.008], [3.536, 0.410, 0.140], [-0.865, -1.433, 2.000], [-2.543, -1.870, 1.531], [0.021, -3.150, 0.390], [-1.044, -3.877, 1.597], [-1.636, -3.583, -0.056]],
  "mulliken_spin": [0.040, 0.049, 2.036, -0.010, 0.069, -0.048, 0.026, 0.066, 0.056, 0.014, 0.009, 0.148, 0.090, 0.281, 0.028, 0.005, 0.099, 0.008, 0.006, 0.001, 0.002, -0.002, -0.007, -0.009, 0.025, 0.000, 0.000, 0.000, 0.000, 0.005, 0.014, 0.000, -0.001, 0.001]
}

=====

Entry 6:
{
  "formula": "C5H10N3",
  "method": "ωB97M-V with the def2-TZVPD basis set",
  "charge": 1,
  "e_above_lowest_kcal_mol": 152.62,
  "lumo_ha": -0.227,
  "gap_ev": 5.33,
  "symbols": ["C", "C", "C", "C", "C", "N", "N", "N", "H", "H", "H", "H", "H", "H", "H", "H", "H", "H"],
  "xyz": [[0.995, 1.348, -1.386], [1.638, -0.353, -0.261], [2.889, 0.365, -0.613], [-1.121, 0.031, -0.972], [1.567, -1.768, 0.253], [2.294, 1.486, -1.216], [0.473, 0.250, -0.819], [-4.762, 0.294, 2.052], [0.316, 2.063, -1.793], [-5.590, -0.033, 1.631], [3.811, 0.260, -0.203], [-1.326, -1.113, -0.776], [1.053, -1.839, 1.198], [2.543, -2.070, 0.296], [0.975, -2.241, -0.624], [2.930, 2.341, -1.347], [-4.043, -0.328, 2.442], [-4.642, 1.305, 2.138]],
  "nbo_charge": [0.298, 0.213, -0.068, 0.284, -0.640, -0.461, -0.475, -1.140, 0.258, 0.384, 0.255, 0.128, 0.249, 0.242, 0.234, 0.478, 0.380, 0.381]
}